A 9-piece molecular cluster, C19H56O9 overall in a non-equilibrium geometry, computed with the ωB97M-V functional and the def2-TZVPD basis.

As for the molar mass: 428.6 Da. As for the frontier orbital gap: 9.7 eV. The energy relative to the best compared isomer or geometry (same formula, charge and spin) is 4.815 eV. Its calculated total energy is -1434.50951 a.u.

Structure (ORCA input):
```
! wB97M-V def2-TZVPD RIJCOSX def2/J DEFGRID3
* xyz 0 1
C -3.33 4.47 -0.51
C -4.07 4.38 -1.84
O -5.14 3.51 -1.68
H -4.03 4.63 0.32
H -2.49 5.16 -0.61
H -2.93 3.48 -0.32
H -3.42 3.91 -2.57
H -4.55 5.33 -2.02
H -5.75 3.74 -2.38
C 1.97 -1.96 4.14
C 1.91 -3.48 3.90
O 3.28 -4.00 3.77
H 2.26 -1.41 3.24
H 2.79 -1.75 4.82
H 0.95 -1.65 4.37
H 1.41 -3.65 2.95
H 1.42 -3.92 4.77
H 3.41 -4.74 4.38
C -2.84 -2.79 3.05
C -2.01 -4.10 2.86
O -1.10 -3.74 1.91
H -3.33 -2.55 2.10
H -2.18 -2.04 3.48
H -3.63 -2.95 3.78
H -2.61 -4.90 2.45
H -1.56 -4.40 3.80
H -0.89 -4.56 1.47
C -0.58 1.15 0.32
C -0.29 -0.16 1.12
O -1.07 -1.18 0.59
H -0.37 0.94 -0.73
H 0.04 2.00 0.58
H -1.62 1.45 0.42
H -0.59 -0.08 2.16
H 0.77 -0.39 1.10
H -0.97 -1.92 1.21
C 2.12 -4.45 -0.03
C 2.55 -2.99 0.20
O 3.65 -2.81 1.06
H 1.98 -4.96 0.93
H 2.90 -4.82 -0.69
H 1.18 -4.61 -0.56
H 1.72 -2.46 0.66
H 2.85 -2.42 -0.68
H 3.41 -3.13 1.93
C -0.20 0.17 -3.90
C 0.97 -0.58 -3.37
O 2.05 0.33 -3.23
H -0.38 1.08 -3.34
H -1.05 -0.51 -3.86
H -0.14 0.46 -4.95
H 1.08 -1.40 -4.07
H 0.73 -1.15 -2.47
H 2.88 -0.05 -3.52
C 5.06 0.52 -0.25
C 3.57 1.00 0.07
O 3.30 0.56 1.42
H 5.17 -0.54 -0.02
H 5.81 1.17 0.22
H 5.34 0.50 -1.30
H 2.81 0.58 -0.59
H 3.57 2.09 0.05
H 3.25 -0.39 1.49
C 3.29 5.39 -0.77
C 1.83 5.01 -1.13
O 0.91 6.07 -1.19
H 4.08 4.66 -0.93
H 3.40 5.71 0.27
H 3.55 6.27 -1.36
H 1.34 4.23 -0.54
H 1.93 4.65 -2.15
H 0.59 6.12 -0.29
C -4.35 0.18 -2.87
C -3.39 -0.18 -1.76
C -3.98 0.27 -0.41
O -3.28 -1.56 -1.69
H -3.82 0.01 -3.81
H -4.64 1.20 -2.64
H -5.22 -0.46 -2.98
H -2.39 0.24 -1.88
H -3.35 -0.10 0.39
H -4.92 -0.24 -0.21
H -4.20 1.34 -0.33
H -2.43 -1.80 -1.33
*
```